Model i:
{"formula": "C12H16N2O", "method": "wB97M-V/def2-TZVPD", "species": ["C", "C", "C", "N", "C", "C", "C", "C", "C", "C", "H", "H", "H", "H", "H", "H", "H", "H", "H", "C", "C", "C", "N", "O", "H", "H", "H", "H", "H", "H", "H"], "coordinates": [[-0.269, -3.105, 1.510], [-0.121, -2.290, 0.267], [-0.784, -2.437, -0.905], [-0.278, -1.557, -1.850], [0.794, -0.903, -1.303], [1.730, -0.056, -1.891], [2.665, 0.525, -1.065], [2.621, 0.312, 0.315], [1.869, -0.711, 0.870], [0.890, -1.280, 0.048], [0.351, -4.010, 1.452], [-1.252, -3.565, 1.566], [0.036, -2.585, 2.408], [-1.538, -3.182, -1.120], [-0.380, -1.615, -2.848], [1.703, 0.145, -2.954], [3.448, 1.133, -1.502], [3.299, 0.863, 0.952], [1.982, -1.028, 1.901], [0.191, 2.837, 0.925], [-0.788, 1.742, 1.328], [-2.108, 1.937, 0.604], [-2.507, 0.870, -0.143], [-2.765, 2.953, 0.686], [0.079, 3.700, 1.586], [-0.002, 3.381, -0.010], [1.216, 2.494, 0.890], [-0.378, 0.769, 1.078], [-0.998, 1.778, 2.395], [-3.305, 0.929, -0.757], [-1.961, 0.029, -0.254]], "smiles": "Cc1c[nH]c2ccccc12.CCC(N)=O", "homo_lumo_gap_ha": 0.328, "molar_mass_g_mol": 204.27}

=====

Model ii:
{"formula": "C12H16N2O", "method": "wB97M-V/def2-TZVPD", "species": ["C", "C", "C", "C", "N", "C", "N", "H", "H", "H", "H", "H", "H", "H", "H", "C", "C", "C", "C", "C", "O", "C", "C", "H", "H", "H", "H", "H", "H", "H", "H"], "coordinates": [[-0.669, 3.510, 1.320], [0.922, 3.364, 1.491], [1.381, 2.103, 0.833], [2.013, 2.013, -0.444], [2.273, 0.718, -0.628], [2.032, 0.049, 0.563], [1.497, 0.903, 1.429], [-1.093, 4.526, 1.193], [-1.112, 3.413, 2.260], [-1.177, 2.769, 0.577], [1.224, 4.122, 0.734], [1.419, 3.362, 2.523], [2.276, 2.793, -1.092], [2.245, 0.140, -1.569], [2.206, -1.005, 0.440], [-1.996, -2.047, 1.543], [-1.402, -2.039, 0.211], [-1.085, -3.242, -0.401], [-0.400, -3.299, -1.572], [-0.298, -2.034, -2.149], [0.257, -2.083, -3.545], [-0.677, -0.782, -1.604], [-1.182, -0.757, -0.363], [-2.341, -3.016, 2.074], [-2.999, -1.873, 1.558], [-1.381, -1.403, 2.000], [-1.214, -4.053, 0.299], [0.073, -4.175, -2.092], [1.156, -2.302, -3.563], [-0.685, 0.139, -2.240], [-1.264, 0.186, 0.214]], "smiles": "CCc1c[nH]cn1.Cc1ccc(O)cc1", "homo_lumo_gap_ha": 0.325, "molar_mass_g_mol": 204.27}

=====

Model iii:
{"formula": "C12H16N2O", "method": "wB97M-V/def2-TZVPD", "species": ["C", "C", "C", "C", "N", "C", "C", "C", "C", "C", "C", "N", "C", "C", "O", "H", "H", "H", "H", "H", "H", "H", "H", "H", "H", "H", "H", "H", "H", "H", "H"], "coordinates": [[-1.941, -0.098, 1.194], [-0.858, -0.812, 0.889], [0.287, -0.388, -0.025], [1.411, -1.275, 0.341], [2.287, -1.927, 0.690], [0.804, 1.073, 0.219], [-0.025, 2.104, -0.580], [0.903, 1.499, 1.693], [2.129, 0.983, 2.453], [0.005, -0.590, -1.592], [0.756, -1.736, -2.131], [1.374, -2.588, -2.585], [-1.479, -0.847, -1.955], [-1.916, -2.296, -1.841], [-2.659, -2.684, -0.973], [-2.444, -0.314, 2.129], [-2.384, 0.665, 0.568], [-0.752, -1.782, 1.361], [1.819, 1.099, -0.183], [-0.035, 3.077, -0.098], [0.437, 2.262, -1.555], [-1.048, 1.779, -0.763], [0.016, 1.250, 2.270], [0.963, 2.589, 1.691], [2.137, 1.426, 3.448], [3.064, 1.168, 1.929], [2.047, -0.092, 2.608], [0.368, 0.261, -2.160], [-1.573, -0.601, -3.019], [-2.173, -0.200, -1.432], [-1.523, -3.005, -2.587]], "smiles": "C=C[C@](C#N)([C@@H](C)CC)[C@@H](C#N)CC=O", "homo_lumo_gap_ha": 0.382, "molar_mass_g_mol": 204.27}

=====

Model iv:
{"formula": "C12H16N2O", "method": "wB97M-V/def2-TZVPD", "species": ["C", "C", "C", "C", "N", "C", "N", "H", "H", "H", "H", "H", "H", "H", "H", "C", "C", "C", "C", "C", "O", "C", "C", "H", "H", "H", "H", "H", "H", "H", "H"], "coordinates": [[-0.100, -2.808, 2.198], [-1.614, -2.607, 2.153], [-2.021, -1.602, 1.137], [-1.786, -0.244, 1.244], [-2.057, 0.267, 0.017], [-2.177, -0.787, -0.860], [-2.303, -1.912, -0.172], [0.390, -1.883, 1.893], [0.059, -3.437, 1.312], [0.358, -3.231, 3.080], [-2.245, -3.496, 2.191], [-2.039, -2.191, 3.068], [-1.694, 0.365, 2.125], [-1.725, 1.143, -0.362], [-2.900, -0.608, -1.649], [2.801, -0.528, -0.737], [1.870, 0.645, -0.950], [2.294, 1.891, -0.493], [1.420, 2.971, -0.640], [0.333, 2.850, -1.490], [-0.508, 3.914, -1.700], [-0.063, 1.610, -1.962], [0.669, 0.480, -1.621], [2.557, -1.343, -1.413], [2.762, -0.991, 0.248], [3.839, -0.269, -0.931], [3.171, 2.077, 0.110], [1.601, 3.879, -0.077], [-0.039, 4.740, -1.537], [-1.034, 1.584, -2.445], [0.182, -0.480, -1.735]], "smiles": "CCc1c[nH]cn1.Cc1ccc(O)cc1", "homo_lumo_gap_ha": 0.339, "molar_mass_g_mol": 204.27}

=====

Energies relative to the most stable structure, in eV: model i 0.000; model ii 4.334; model iii 3.366; model iv 1.905.

=====

Model i:
{"formula": "C2H16N2O4", "method": "wB97M-V/def2-TZVPD", "species": ["C", "N", "C", "N", "H", "H", "H", "H", "H", "H", "H", "H", "O", "H", "H", "O", "H", "H", "O", "H", "H", "O", "H", "H"], "coordinates": [[0.032, 2.738, 0.286], [-0.681, 1.483, 0.438], [-0.909, 0.942, 1.767], [0.033, -0.065, 2.215], [-0.064, 3.421, 1.135], [1.083, 2.540, 0.070], [-0.399, 3.225, -0.568], [-1.461, 1.440, -0.175], [-1.896, 0.479, 1.783], [-0.852, 1.758, 2.484], [0.081, -0.833, 1.559], [0.961, 0.328, 2.317], [-0.889, -1.538, -1.263], [-1.071, -0.628, -0.991], [-0.205, -1.839, -0.660], [-3.593, -2.093, 0.551], [-3.075, -1.475, 1.073], [-2.981, -2.423, -0.118], [1.301, -0.856, -3.631], [2.192, -0.528, -3.489], [1.319, -1.727, -4.033], [3.804, -1.365, -0.590], [2.899, -1.310, -0.279], [4.371, -1.674, 0.119]], "smiles": "CNCN.O.O.O.O", "homo_lumo_gap_ha": 0.349, "molar_mass_g_mol": 132.16}

=====

Model ii:
{"formula": "C2H16N2O4", "method": "wB97M-V/def2-TZVPD", "species": ["N", "C", "C", "N", "H", "H", "H", "H", "H", "H", "H", "H", "O", "H", "H", "O", "H", "H", "O", "H", "H", "O", "H", "H"], "coordinates": [[0.524, 1.435, -0.397], [0.106, 0.837, -1.675], [1.102, -0.251, -2.096], [0.891, -1.532, -1.403], [0.017, 0.970, 0.349], [0.298, 2.420, -0.354], [0.054, 1.580, -2.471], [-0.887, 0.415, -1.625], [1.138, -0.432, -3.173], [2.103, 0.112, -1.857], [0.154, -1.490, -0.710], [0.625, -2.250, -2.058], [-3.041, 1.266, -0.232], [-2.651, 0.987, 0.608], [-3.428, 0.424, -0.500], [-2.228, -0.965, 1.513], [-2.908, -1.043, 2.183], [-1.370, -0.735, 1.894], [0.511, -1.122, 1.885], [1.403, -0.788, 1.636], [0.614, -2.073, 1.769], [2.747, 0.354, 1.273], [2.691, 1.225, 1.685], [2.346, 0.524, 0.406]], "smiles": "NCCN.O.O.O.O", "homo_lumo_gap_ha": 0.359, "molar_mass_g_mol": 132.16}

=====

Energies relative to the most stable structure, in eV: model i 0.970; model ii 0.000.

=====

Model i:
{"formula": "C9H11NO3", "method": "wB97M-V/def2-TZVPD", "species": ["N", "C", "C", "C", "C", "C", "C", "O", "C", "C", "C", "O", "O", "H", "H", "H", "H", "H", "H", "H", "H", "H", "H", "H"], "coordinates": [[1.319, -2.249, -0.091], [0.362, -1.831, -1.071], [0.253, -0.272, -1.175], [-0.267, 0.627, -0.071], [-1.555, 0.901, 0.207], [-2.102, 1.763, 1.211], [-1.194, 2.393, 2.046], [-1.654, 3.036, 3.100], [0.238, 2.147, 1.770], [0.613, 1.276, 0.807], [0.550, -2.397, -2.466], [-0.374, -2.323, -3.262], [1.789, -2.878, -2.832], [1.382, -3.224, 0.051], [1.581, -1.504, 0.603], [-0.792, -2.099, -0.889], [1.304, 0.044, -1.381], [-0.279, -0.151, -2.088], [-2.298, 0.416, -0.384], [-3.150, 2.043, 1.319], [-0.856, 3.588, 3.487], [1.001, 2.608, 2.552], [1.721, 1.003, 0.661], [2.407, -2.918, -2.106]], "smiles": "N[C@@H](Cc1ccc(O)cc1)C(=O)O", "homo_lumo_gap_ha": 0.339, "molar_mass_g_mol": 181.19}

=====

Model ii:
{"formula": "C9H11NO3", "method": "wB97M-V/def2-TZVPD", "species": ["C", "C", "C", "C", "C", "O", "C", "N", "C", "C", "O", "C", "O", "H", "H", "H", "H", "H", "H", "H", "H", "H", "H", "H"], "coordinates": [[-1.796, 2.592, 0.598], [-0.780, 2.094, -0.179], [-0.365, 0.664, -0.161], [-1.116, -0.545, -0.074], [-2.639, -0.588, -0.164], [-3.045, -1.942, -0.279], [-0.520, -1.741, 0.194], [0.791, -1.842, 0.257], [1.606, -0.808, 0.061], [3.044, -1.107, 0.162], [4.010, -0.097, -0.086], [0.972, 0.405, -0.250], [1.661, 1.477, -0.522], [-2.270, 1.947, 1.359], [-2.255, 3.600, 0.490], [-0.176, 2.711, -0.889], [-2.993, 0.056, -0.959], [-3.086, -0.303, 0.756], [-2.834, -2.295, -1.166], [-1.100, -2.584, 0.380], [3.258, -1.813, -0.664], [3.206, -1.664, 1.137], [3.778, 0.530, 0.631], [2.648, 1.254, -0.634]], "smiles": "C=Cc1c(CO)cnc(CO)c1O", "homo_lumo_gap_ha": 0.330, "molar_mass_g_mol": 181.19}

=====

Energies relative to the most stable structure, in eV: model i 0.000; model ii 1.282.

=====

Model i:
{"formula": "C4H8NS", "method": "wB97M-V/def2-TZVPD", "species": ["C", "C", "C", "C", "N", "S", "H", "H", "H", "H", "H", "H", "H", "H"], "coordinates": [[-0.815, -1.074, 0.324], [-1.922, -1.075, -0.530], [-0.226, 0.978, -1.037], [1.710, 0.338, 0.526], [0.551, 0.041, -0.293], [-1.772, 0.243, -1.725], [-0.651, -1.531, 1.201], [-2.812, -0.792, 0.082], [-1.909, -2.067, -1.147], [-0.592, 1.863, -0.334], [0.371, 1.550, -1.854], [2.466, 0.437, -0.260], [1.695, 1.316, 1.131], [1.914, -0.510, 1.209]], "total_charge": 1, "homo_lumo_gap_ha": [0.231, 0.242], "molar_mass_g_mol": 102.18}

=====

Model ii:
{"formula": "C4H8NS", "method": "wB97M-V/def2-TZVPD", "species": ["C", "C", "C", "C", "N", "S", "H", "H", "H", "H", "H", "H", "H", "H"], "coordinates": [[-2.736, -2.050, -0.162], [-1.545, -2.305, -0.145], [-0.018, 1.269, 0.068], [1.634, -0.214, -0.352], [1.392, 1.170, 0.318], [0.106, -0.104, -1.242], [-3.781, -1.835, -0.127], [-0.792, -1.618, -0.779], [-0.792, -3.034, 0.083], [-0.520, 1.220, 0.977], [-0.369, 2.033, -0.538], [2.438, -0.057, -1.109], [2.027, 1.909, -0.061], [1.610, 1.234, 1.427]], "total_charge": 1, "homo_lumo_gap_ha": [0.235, 0.221], "molar_mass_g_mol": 102.18}

=====

Energies relative to the most stable structure, in eV: model i 0.000; model ii 2.447.

=====

Model i:
{"formula": "C2H3N2OP", "method": "wB97M-V/def2-TZVPD", "species": ["C", "C", "N", "N", "O", "P", "H", "H", "H"], "coordinates": [[0.780, -0.053, -1.254], [0.433, -0.524, 2.137], [1.308, -0.573, -0.131], [0.679, -0.673, 0.965], [-0.334, 0.535, -1.238], [-1.465, 0.894, -0.047], [1.296, -0.307, -2.208], [-0.281, -1.081, 2.624], [-2.417, 1.782, -0.848]], "homo_lumo_gap_ha": [0.282, 0.222], "molar_mass_g_mol": 102.03}

=====

Model ii:
{"formula": "C2H3N2OP", "method": "wB97M-V/def2-TZVPD", "species": ["C", "N", "P", "N", "O", "C", "H", "H", "H"], "coordinates": [[-0.555, 0.781, -0.456], [-1.762, 1.146, -0.357], [-3.028, 0.302, 0.237], [-2.428, -1.165, -0.147], [-1.115, -1.334, -0.391], [-0.104, -0.482, 0.223], [0.035, 1.185, -1.139], [0.752, -0.823, -0.120], [-0.199, -0.228, 1.334]], "smiles": "C1=NP=NOC1", "homo_lumo_gap_ha": [0.334, 0.334], "molar_mass_g_mol": 102.03}

=====

Model iii:
{"formula": "C2H3N2OP", "method": "wB97M-V/def2-TZVPD", "species": ["O", "C", "N", "N", "C", "P", "H", "H", "H"], "coordinates": [[-1.299, -0.598, 0.612], [-0.818, -0.260, 1.677], [0.402, 0.304, 1.766], [0.947, 0.453, 0.617], [0.802, 0.132, -0.506], [1.020, 0.086, -2.194], [-1.382, -0.479, 2.634], [0.334, 1.315, -2.341], [-0.007, -0.953, -2.266]], "smiles": "O=C/N=N\\C#[PH2]", "homo_lumo_gap_ha": 0.331, "molar_mass_g_mol": 102.03}

=====

Energies relative to the most stable structure, in eV: model i 2.139; model ii 0.110; model iii 0.000.

=====

Model i:
{"formula": "C3H9IN", "method": "wB97M-V/def2-TZVPD", "species": ["C", "C", "C", "N", "I", "H", "H", "H", "H", "H", "H", "H", "H", "H"], "coordinates": [[-1.159, -2.026, -0.219], [0.025, 1.779, -0.298], [1.469, 0.029, -0.194], [0.621, 0.818, 0.647], [3.456, 0.261, 0.080], [-0.595, -3.070, -0.246], [-0.704, -1.318, -0.879], [-0.982, -1.683, 0.738], [-0.058, 1.471, -1.353], [-1.046, 1.901, -0.046], [0.503, 2.798, -0.461], [-2.249, -2.284, -0.282], [0.885, 1.223, 1.629], [-0.165, 0.102, 0.883]], "total_charge": 1, "homo_lumo_gap_ha": 0.288, "molar_mass_g_mol": 186.02}

=====

Model ii:
{"formula": "C3H9IN", "method": "wB97M-V/def2-TZVPD", "species": ["C", "C", "C", "N", "I", "H", "H", "H", "H", "H", "H", "H", "H", "H"], "coordinates": [[0.248, 1.527, -0.144], [-1.395, -0.856, -0.048], [0.826, 0.198, 0.154], [0.116, -1.050, -0.262], [3.015, 0.042, -0.020], [0.926, 2.385, 0.007], [-0.022, 1.651, -1.197], [-0.589, 1.663, 0.554], [-1.703, -1.911, -0.050], [-1.476, -0.425, 0.995], [-1.748, -0.069, -0.853], [0.686, -0.031, 1.620], [0.635, -1.779, 0.382], [0.480, -1.344, -1.139]], "total_charge": 1, "homo_lumo_gap_ha": 0.355, "molar_mass_g_mol": 186.02}

=====

Energies relative to the most stable structure, in eV: model i 2.518; model ii 0.000.